Entry 1:
C2H6OS2 | wB97M-V/def2-TZVPD

Last column: natural (NBO) charge in e.
Cartesian coordinates (Å):
C -0.57 1.01 1.73  -0.69
C -0.14 0.31 0.51  -0.28
S -0.02 1.17 -0.88  -0.09
S 0.28 -1.30 0.66  0.16
H -1.52 1.38 1.66  0.24
H -0.70 0.51 2.76  0.22
H 0.08 1.78 1.93  0.24
H 0.49 -1.37 -0.62  0.19
O 0.71 -1.30 -2.31  -1.01
H 1.16 -1.75 -3.06  0.50
H 0.24 -0.44 -2.39  0.51

Values from the calculation:
Strongest force on any atom in eV/Å: 4.05
Charge: 0
SMILES: CC(=S)S.O
Energy relative to the best compared isomer or geometry (same formula, charge and spin) in kcal/mol: 14.7
Highest occupied orbital energy in eV: -8.72

---

Entry 2:
C2H6OS2 | wB97M-V/def2-TZVPD

Last column: natural (NBO) charge in e.
Cartesian coordinates (Å):
C 3.10 -2.17 4.13  -0.50
C 3.45 -2.11 2.85  0.12
O 4.46 -2.95 2.44  -0.68
H 2.31 -1.64 4.64  0.21
H 3.44 -2.91 4.85  0.20
H 3.08 -1.36 2.17  0.17
H 4.53 -2.88 1.49  0.48
S -3.02 1.03 -2.85  -0.13
S -2.24 2.43 -1.54  -0.12
H -2.76 -0.13 -2.23  0.12
H -0.93 2.15 -1.58  0.12

Values from the calculation:
Strongest force on any atom in eV/Å: 1.59
Charge: 0
SMILES: C=CO.SS
Energy relative to the best compared isomer or geometry (same formula, charge and spin) in kcal/mol: 19.2
Highest occupied orbital energy in eV: -9.09

---

Entry 3:
C2H6OSi | wB97M-V/def2-TZVPD

Last column: natural (NBO) charge in e.
Cartesian coordinates (Å):
Si 1.29 0.42 0.08  0.86
C -0.45 -0.25 -0.39  -0.35
C -1.65 0.00 0.47  -0.12
O -1.67 0.81 -0.70  -0.52
H 1.77 1.74 -0.12  -0.15
H 2.29 -0.46 -0.64  -0.16
H 1.17 -0.01 1.50  -0.16
H -0.51 -1.11 -1.13  0.23
H -2.63 -0.49 0.50  0.19
H -1.65 0.61 1.37  0.17

Values from the calculation:
Strongest force on any atom in eV/Å: 3.23
Charge: 0
SMILES: [SiH3][C@H]1CO1
Energy relative to the best compared isomer or geometry (same formula, charge and spin) in kcal/mol: 83.8
Highest occupied orbital energy in eV: -9.92